Molecular formula: C4H12
Method: DFT, wB97M-V/def2-TZVPD

Element x y z (Å)
C -0.78541 -0.94032 -1.31290
C -0.93545 -2.45842 -1.19958
H -1.75359 -0.44315 -1.39454
H -0.54773 -0.60951 -0.29524
H -0.03353 -0.56633 -1.99518
H -0.14746 -2.92855 -0.60637
H -1.91929 -2.71590 -0.82795
H -0.84619 -2.99991 -2.14495
C 1.32463 2.12997 0.75104
C 0.41318 1.36427 1.72161
H 0.72262 2.62581 -0.00548
H 2.12239 2.72914 1.17689
H 1.87054 1.37055 0.17891
H 0.13541 0.33438 1.49038
H 0.92294 1.22214 2.67813
H -0.54305 1.88585 1.78525

Output
- LUMO (Ha) = 0.041
- molecular weight (u) = 60.14
- spin multiplicity = 1
- frontier orbital gap (eV) = 12.37
- energy relative to the best compared isomer or geometry (same formula, charge and spin) (kJ/mol) = 49.7
- SMILES string = CC.CC
- E_tot (eV) = -4342.014

Molecular formula: C12H11N2O2S5SbV
Method: DFT, wB97M-V/def2-TZVPD

Element x y z (Å)
V -2.47583 -2.20013 -0.13754
S -2.73127 -5.85350 1.31219
Sb -4.04342 -4.74545 -0.08995
S -2.44783 -3.59130 -1.73286
S -4.27866 -2.37723 0.93198
S -5.91973 -5.19493 -1.14464
C 3.66215 3.43304 -1.40743
C 2.29247 2.83442 -1.24560
C 1.89952 1.73431 -2.00416
C 0.63528 1.18636 -1.86120
C -0.23964 1.73999 -0.93887
C 0.12005 2.84342 -0.17922
C 1.38568 3.38331 -0.33919
S -1.82749 1.00375 -0.73382
O -2.54386 1.75768 0.25108
O -2.41292 0.74652 -2.01383
N -1.48127 -0.49720 -0.15140
C -0.59615 -0.89159 0.82563
C 0.41743 -0.23877 1.52574
C 1.14333 -0.98617 2.43092
C 0.87015 -2.33815 2.65337
C -0.16056 -2.91666 1.95021
N -0.85534 -2.19556 1.06908
H 4.27774 2.83814 -2.07981
H 4.17395 3.50258 -0.44680
H 3.59450 4.44309 -1.81471
H 2.58994 1.30541 -2.71965
H 0.32703 0.33901 -2.46047
H -0.58752 3.26082 0.52471
H 1.67433 4.24666 0.24834
H 0.62502 0.80654 1.36036
H 1.94162 -0.50961 2.98527
H 1.43750 -2.92039 3.36301
H -0.46623 -3.94842 2.06928

Output
- LUMO (alpha / beta) (Ha) = -0.069 / -0.045
- molecular weight (u) = 548.27
- spin multiplicity = 2
- frontier orbital gap (alpha / beta) (eV) = 7.08 / 7.72
- energy relative to the best compared isomer or geometry (same formula, charge and spin) (kJ/mol) = 23.7
- expectation value of S² = 0.784
- E_tot (eV) = -106100.454

Molecular formula: C10H16BrNO2
Method: DFT, wB97M-V/def2-TZVPD

Element x y z (Å)
C -2.14610 -0.07743 0.93393
C -1.27187 -1.29741 1.21860
C -0.95766 -0.68101 -1.14366
C -1.56507 0.49413 -0.35888
C -0.21057 -1.29862 0.02146
C -0.28460 1.12362 0.09884
C 0.56076 -0.07986 0.45200
C 0.49140 -2.67260 -0.17251
C -0.24207 2.05028 1.39119
C 0.30038 1.98337 -1.05760
N 4.15449 -0.17464 -0.94344
O 3.67306 -0.55819 -1.96135
O 5.22666 0.35591 -0.72593
Br 2.36404 -0.12427 0.71876
H -3.29897 -0.38696 0.80767
H -2.19070 0.61561 1.66782
H -0.85822 -1.08968 2.11112
H -1.93367 -2.10558 1.19023
H -1.78183 -1.22683 -1.56073
H -0.29387 -0.41956 -1.85967
H -2.31638 0.99962 -1.02779
H 0.36999 -2.93845 -1.24154
H 0.09543 -3.42532 0.40787
H 1.60514 -2.65090 0.03771
H -0.45085 1.53137 2.23916
H -1.13732 2.64427 1.24060
H 0.75012 2.67698 1.50834
H 0.69149 1.55797 -1.96400
H 1.09414 2.53344 -0.76220
H -0.43737 2.64073 -1.26599

Output
- LUMO (alpha / beta) (Ha) = -0.046 / 0.006
- molecular weight (u) = 262.15
- spin multiplicity = 1
- frontier orbital gap (alpha / beta) (eV) = 6.03 / 9.24
- energy relative to the best compared isomer or geometry (same formula, charge and spin) (kJ/mol) = 238.0
- E_tot (eV) = -86249.856

Molecular formula: C32H26BrN5O5PbSe
Method: DFT, wB97M-V/def2-TZVPD

Element x y z (Å)
Pb -2.10061 -0.30446 -1.25057
C 2.35865 2.97400 0.67307
O 2.84074 2.03392 1.62920
C 2.01232 1.45859 2.54548
C 2.63301 1.13806 3.74895
C 1.96312 0.45786 4.74792
C 0.64201 0.11045 4.55884
C -0.01741 0.41801 3.36734
C -1.39907 0.01163 3.25643
N -2.13681 0.16126 2.22138
N -3.42312 -0.23795 2.36978
C -4.22409 -0.04920 1.34277
O -3.90417 0.47749 0.22177
C -5.63414 -0.48935 1.53993
C -6.57521 -0.20326 0.55497
C -7.89003 -0.61461 0.70532
C -8.27326 -1.31474 1.83944
C -7.33933 -1.60026 2.82670
C -6.02574 -1.18715 2.68268
C 0.67230 1.08738 2.33853
O 0.14303 1.27848 1.10410
H 3.25097 3.40188 0.21983
H 1.77618 3.76657 1.14370
H 1.74796 2.50231 -0.09275
H 3.66364 1.44841 3.86418
H 2.47281 0.20331 5.66712
H 0.09441 -0.41114 5.33409
H -1.84958 -0.45886 4.12960
H -6.25801 0.34489 -0.32179
H -8.61408 -0.38633 -0.06638
H -9.30128 -1.63560 1.95166
H -7.64037 -2.14490 3.71257
H -5.28604 -1.39825 3.44013
O -1.32206 0.77652 -5.37730
C -0.12529 1.39501 -5.40106
C 0.45715 1.65023 -6.64273
C 1.67439 2.29675 -6.73380
C 2.33431 2.71139 -5.58420
C 1.76692 2.44863 -4.34973
C 0.55296 1.77897 -4.23511
C 0.03362 1.47213 -2.83753
O -1.28940 1.13931 -2.75471
N 0.90110 0.36108 -2.32183
N 0.49205 -0.47838 -1.39492
C 1.33146 -1.24164 -0.79054
C 0.97854 -2.25778 0.16488
Br -0.91357 -2.55130 0.43652
C 1.79302 -3.08153 0.83135
C 3.25871 -3.11113 0.76697
C 4.04239 -1.95920 0.69750
C 5.42338 -2.05425 0.62776
C 6.04120 -3.29559 0.60972
C 5.27197 -4.44860 0.69746
C 3.89461 -4.35571 0.79291
H -1.59629 0.77243 -4.43352
H -0.07729 1.32031 -7.52481
H 2.10841 2.48706 -7.70690
H 3.27456 3.24254 -5.65208
H 2.26886 2.78571 -3.44685
H 0.25146 2.34418 -2.20216
H 1.89567 0.45526 -2.48870
H 2.39568 -1.16224 -1.01081
H 1.34170 -3.84601 1.45320
H 3.57125 -0.98735 0.72980
H 6.01929 -1.15085 0.59360
H 7.11800 -3.36961 0.53194
H 5.74676 -5.42096 0.68936
H 3.29611 -5.25501 0.88070
Se -1.58578 1.87775 0.70586
C -0.72063 3.42548 -0.01027
N -0.28402 4.44797 -0.31604

Output
- LUMO (Ha) = -0.031
- molecular weight (u) = 926.65
- spin multiplicity = 1
- frontier orbital gap (eV) = 7.15
- energy relative to the best compared isomer or geometry (same formula, charge and spin) (kJ/mol) = 132.8
- E_tot (eV) = -191926.693

Molecular formula: C22H42ClN6O5
Method: DFT, wB97M-V/def2-TZVPD

Element x y z (Å)
O 7.64242 -0.05042 3.58832
C 7.65736 -0.18541 2.23994
C 8.32012 0.78988 1.50292
C 8.33246 0.73041 0.11830
C 7.72225 -0.30687 -0.56995
C 7.06602 -1.28186 0.17098
C 7.02393 -1.23027 1.56171
C 6.26823 -2.28061 2.33795
N 4.95072 -1.76809 2.73223
C 4.01844 -1.56595 1.61088
C 3.81284 -0.10890 1.22781
C 3.17556 0.76116 2.35736
N 2.48528 1.92642 1.85437
Cl 3.69518 3.05767 1.23466
H 7.14864 -0.77190 3.98598
H 8.80957 1.60107 2.02065
H 8.83381 1.50753 -0.44128
H 7.72586 -0.36868 -1.64650
H 6.55826 -2.10687 -0.30929
H 6.20103 -3.21179 1.76168
H 6.78009 -2.51056 3.27687
H 4.55108 -2.40317 3.40792
H 4.38100 -2.12134 0.73525
H 3.04618 -1.98148 1.88403
H 4.75603 0.37111 0.97240
H 3.20333 -0.04625 0.32506
H 4.03499 1.07789 2.97087
H 2.47919 0.12441 2.91127
C 1.03780 2.77689 -2.32041
O 0.98146 3.25762 -3.44750
N 0.13003 1.93172 -1.81188
C 0.24913 1.39556 -0.46510
C -1.00368 1.54424 -2.63508
H 1.85612 3.00848 -1.62000
H 0.30280 0.30360 -0.51238
H -0.62483 1.68820 0.11937
H 1.14668 1.76994 0.03839
H -0.64203 1.06133 -3.54700
H -1.57340 2.42851 -2.92001
H -1.64277 0.86536 -2.09098
C -3.63476 2.64790 -5.55642
O -4.26411 1.74961 -5.03412
N -3.68295 3.93927 -5.17858
C -2.90399 4.96693 -5.83605
C -4.54368 4.29738 -4.06371
H -2.94826 2.46488 -6.40142
H -2.22643 5.43858 -5.12192
H -3.56573 5.72959 -6.25543
H -2.31469 4.53095 -6.63968
H -4.24348 3.74808 -3.17002
H -5.57786 4.03501 -4.29240
H -4.47102 5.36618 -3.87696
C -3.55814 1.03090 0.08727
O -3.59486 1.50566 -1.03242
N -4.46928 0.17821 0.59273
C -4.35653 -0.35114 1.93528
C -5.59717 -0.22110 -0.23663
H -2.74618 1.26299 0.79660
H -4.29053 -1.43546 1.89474
H -5.23695 -0.06915 2.51814
H -3.46786 0.04301 2.42551
H -5.23502 -0.70512 -1.14329
H -6.16705 0.66410 -0.52461
H -6.23255 -0.90926 0.31082
C -4.89800 -3.97521 1.50097
O -5.75374 -3.22610 1.06901
N -5.09169 -4.87063 2.48711
C -4.03084 -5.73653 2.96205
C -6.41047 -4.96458 3.08950
H -3.86711 -3.97771 1.10841
H -4.30964 -6.78300 2.82185
H -3.84812 -5.55866 4.02362
H -3.11396 -5.54026 2.41085
H -7.14992 -5.22163 2.33043
H -6.69102 -4.00504 3.52490
H -6.40356 -5.72726 3.86403

Output
- LUMO (Ha) = 0.066
- molecular weight (u) = 506.07
- spin multiplicity = 1
- frontier orbital gap (eV) = 3.86
- E_tot (eV) = -55194.818
- charge = -1

Molecular formula: C24H30N4O4
Method: DFT, wB97M-V/def2-TZVPD

Element x y z (Å)
C -0.96194 -1.30825 -5.63589
H -0.82764 -1.63690 -6.66240
H -2.02601 -1.26881 -5.41813
H -0.49358 -2.03252 -4.97279
C -0.34327 0.07317 -5.44710
N -0.49783 0.52974 -4.08023
C 0.43313 0.23535 -3.14519
C 0.33113 0.56051 -1.83260
C -0.78930 1.35287 -1.34323
O -0.90320 1.76144 -0.19467
C -1.78875 1.63631 -2.38116
C -2.95458 2.34731 -2.08037
C -3.87899 2.59321 -3.06842
C -3.62508 2.12012 -4.36198
N -2.52990 1.44968 -4.66328
C -1.62617 1.21154 -3.71103
C -4.59573 2.35752 -5.47368
H -4.23857 1.88381 -6.38308
H -4.71027 3.42623 -5.64718
H -5.57247 1.95321 -5.21414
H -4.78648 3.13925 -2.86345
H -3.09471 2.68707 -1.06474
C 1.49849 0.28070 -0.93645
O 2.61821 0.64473 -1.25381
N 1.25203 -0.38161 0.21355
C 0.02593 -1.07168 0.53588
H -0.62209 -1.03900 -0.34124
C -0.70227 -0.50042 1.76558
H -1.70187 -0.17287 1.48240
C -0.82596 -1.52319 2.89503
N 0.47025 -1.86582 3.46405
C 0.89193 -0.90418 4.47288
C 2.28652 -1.26479 4.98378
O 2.32156 -2.57193 5.51131
C 1.91079 -3.50095 4.53940
C 0.49604 -3.19924 4.04329
H 0.21725 -3.92761 3.27779
H -0.20688 -3.28878 4.89042
H 1.95054 -4.48289 5.01442
H 2.60458 -3.47996 3.68445
H 2.57725 -0.59817 5.79722
H 3.01435 -1.17443 4.16499
H 0.91578 0.09309 4.03237
H 0.18859 -0.89672 5.32528
H -1.50734 -1.13238 3.66857
H -1.27442 -2.43669 2.49364
H -0.16738 0.37986 2.11356
H 0.27876 -2.12168 0.72815
C 2.33959 -0.49310 1.16301
C 2.57375 0.80129 1.87879
C 1.92006 1.99590 1.83604
C 2.59833 2.84566 2.74770
C 3.60817 2.10552 3.27218
O 3.60375 0.86217 2.75177
H 4.37027 2.33019 3.99143
H 2.36059 3.86520 2.97238
H 1.07225 2.24640 1.23082
H 3.25686 -0.76744 0.62660
H 2.08519 -1.27668 1.88349
H 1.30612 -0.29572 -3.49933
H -0.84778 0.79406 -6.09216
H 0.72242 0.05133 -5.68450

Output
- LUMO (Ha) = 0.003
- molecular weight (u) = 438.53
- spin multiplicity = 1
- frontier orbital gap (eV) = 8.14
- energy relative to the best compared isomer or geometry (same formula, charge and spin) (kJ/mol) = 217.3
- SMILES string = CCn1cc(C(=O)N(CCCN2CCOCC2)Cc2ccco2)c(=O)c2ccc(C)nc21
- E_tot (eV) = -39525.538

Molecular formula: C5H6O2
Method: DFT, wB97M-V/def2-TZVPD

Element x y z (Å)
O -2.30547 -0.16676 0.03736
C -1.04791 -0.78486 0.08501
C 0.05882 0.10105 -0.52122
C 0.06202 1.50568 0.07074
O -0.66135 1.86182 0.97139
C 1.38885 -0.46830 -0.27918
C 2.46424 -0.92144 0.01803
H -2.25466 0.57642 0.65712
H -0.75755 -1.06097 1.10849
H -1.11736 -1.70551 -0.50101
H -0.10725 0.21071 -1.60297
H 0.79809 2.20250 -0.37621
H 3.41545 -1.32932 0.28227

Output
- LUMO (Ha) = 0.028
- molecular weight (u) = 98.10
- spin multiplicity = 1
- frontier orbital gap (eV) = 10.82
- energy relative to the best compared isomer or geometry (same formula, charge and spin) (kJ/mol) = 229.7
- SMILES string = C#C[C@H](C=O)CO
- E_tot (eV) = -9374.715

Molecular formula: C26H52As2N4PtSi4
Method: DFT, wB97M-V/def2-TZVPD

Element x y z (Å)
Pt 0.10354 -0.65397 -0.60805
C -1.09098 -1.86800 2.92419
As -1.30171 -0.53224 1.53232
C -0.50216 1.00435 2.42663
C -3.19164 -0.04396 1.51329
C -3.55490 1.22128 1.97333
C -4.88376 1.62094 1.94759
C -5.85531 0.76010 1.45986
C -5.49190 -0.50725 1.02979
C -4.16734 -0.93090 1.05406
As -3.69851 -2.77708 0.58385
C -4.87674 -3.67371 1.86032
C -4.79523 -2.97833 -1.02622
H -1.61613 -1.51914 3.81280
H -0.03100 -1.99206 3.14046
H -1.51144 -2.81528 2.59717
H -0.79443 1.04297 3.47636
H -0.79026 1.92637 1.92547
H 0.57744 0.89335 2.37534
H -2.82487 1.91823 2.35656
H -5.15591 2.60094 2.31694
H -6.89293 1.06562 1.43366
H -6.26147 -1.18401 0.67805
H -5.88663 -3.27063 1.81039
H -4.48658 -3.55151 2.86932
H -4.90195 -4.73565 1.61953
H -5.85904 -2.96076 -0.79494
H -4.55249 -3.93079 -1.49436
H -4.57574 -2.17705 -1.73116
N -0.22774 4.47534 -0.46096
C 1.08099 4.89083 -0.23965
C 1.85502 3.80627 -0.19570
N 1.06259 2.64540 -0.38274
C -0.25010 3.10367 -0.60659
C -1.34493 2.33205 -0.96930
N -1.34080 1.00369 -1.22309
C -2.62198 0.69396 -1.63940
C -3.40173 1.79773 -1.63972
N -2.60111 2.83333 -1.20714
H -0.99706 5.09981 -0.62139
H 1.34014 5.92949 -0.13525
H 2.91797 3.74497 -0.05163
H -2.91421 -0.30368 -1.90925
H -4.43770 1.93683 -1.89109
H -2.90013 3.78683 -1.10966
C -0.91670 -2.28068 -1.68935
H -1.32797 -2.90294 -0.90096
H -0.27009 -2.82593 -2.36202
H -1.69066 -1.75551 -2.24068
C 4.65645 0.57780 -2.63844
Si 2.88269 1.09322 -2.79138
C 2.63361 2.88396 -3.20149
C 1.79718 -0.02911 -3.79031
Si 1.75211 1.02574 -0.34436
Si 3.35929 1.03408 1.66308
C 2.86021 -0.34603 2.82683
C 5.10502 0.95728 1.03281
C 2.98154 2.67033 2.48483
Si 1.64528 -2.51920 -0.52359
C 2.13741 -3.14115 -2.24496
C 0.98010 -3.92876 0.52008
C 3.35247 -2.04903 0.11851
H 5.07431 0.57566 -3.65212
H 4.77885 -0.42947 -2.24076
H 5.24520 1.27316 -2.04188
H 3.02446 3.01974 -4.21687
H 3.16796 3.56689 -2.54443
H 1.57593 3.15022 -3.21368
H 1.30344 0.56427 -4.56346
H 1.01317 -0.52834 -3.21730
H 2.40270 -0.80488 -4.26048
H 3.70954 -1.00463 3.01322
H 2.03683 -0.96130 2.46592
H 2.56055 0.09870 3.77834
H 5.42134 -0.05691 0.79600
H 5.75912 1.34531 1.81996
H 5.25371 1.58651 0.15509
H 1.93583 2.97299 2.45147
H 3.59379 3.48583 2.10314
H 3.24961 2.52622 3.53700
H 1.43831 -3.03543 -3.07010
H 2.36801 -4.20677 -2.15206
H 3.06886 -2.65366 -2.54327
H 0.13262 -3.63290 1.13781
H 1.75875 -4.31165 1.18346
H 0.64921 -4.76238 -0.10232
H 3.77102 -1.18358 -0.40112
H 4.00710 -2.89715 -0.10873
H 3.41264 -1.88890 1.18853

Output
- LUMO (alpha / beta) (Ha) = -0.156 / -0.314
- molecular weight (u) = 878.00
- spin multiplicity = 5
- frontier orbital gap (alpha / beta) (eV) = 6.58 / 4.89
- energy relative to the best compared isomer or geometry (same formula, charge and spin) (kJ/mol) = 12.1
- expectation value of S² = 6.029
- E_tot (eV) = -190186.413
- charge = +2

> What is the E_tot in the fourth record?

-191926.693 eV

Copy entry 7 word for word.
Molecular formula: C5H6O2
Method: DFT, wB97M-V/def2-TZVPD

Element x y z (Å)
O -2.30547 -0.16676 0.03736
C -1.04791 -0.78486 0.08501
C 0.05882 0.10105 -0.52122
C 0.06202 1.50568 0.07074
O -0.66135 1.86182 0.97139
C 1.38885 -0.46830 -0.27918
C 2.46424 -0.92144 0.01803
H -2.25466 0.57642 0.65712
H -0.75755 -1.06097 1.10849
H -1.11736 -1.70551 -0.50101
H -0.10725 0.21071 -1.60297
H 0.79809 2.20250 -0.37621
H 3.41545 -1.32932 0.28227

Output
- LUMO (Ha) = 0.028
- molecular weight (u) = 98.10
- spin multiplicity = 1
- frontier orbital gap (eV) = 10.82
- energy relative to the best compared isomer or geometry (same formula, charge and spin) (kJ/mol) = 229.7
- SMILES string = C#C[C@H](C=O)CO
- E_tot (eV) = -9374.715

> Among the records above, which one has the lowest E_tot?

C32H26BrN5O5PbSe

> Which of these has the highest molecular weight?

C32H26BrN5O5PbSe